The ion C21H27N2O2 with charge +1. Source: the OMol25 dataset; level of theory: ωB97M-V/def2-TZVPD.

ORCA input file:
```
! wB97M-V def2-TZVPD RIJCOSX def2/J DEFGRID3
* xyz 1 1
C -1.06177 -3.34486 2.15147
H -0.87876 -3.97348 3.01803
C 0.20669 -2.59323 1.77385
H 0.52058 -1.96558 2.60970
H 1.01055 -3.30280 1.57048
C -0.03796 -1.71264 0.53180
C 1.14487 -0.88467 0.20834
N 2.18667 -1.26608 -0.54145
C 3.09646 -0.22641 -0.58646
C 4.32571 -0.09829 -1.21911
C 4.98393 1.10442 -1.05916
C 4.43968 2.14580 -0.30289
C 3.21999 2.02585 0.33186
C 2.55505 0.81639 0.18252
N 1.34923 0.35437 0.67284
C 0.45254 1.11805 1.50226
H -0.17238 0.44810 2.09232
H 1.04947 1.74082 2.17150
C -0.45523 2.04722 0.67882
O 0.28683 3.20439 0.39038
H -0.26221 3.84581 -0.07380
C -1.72205 2.34706 1.50867
O -2.46867 1.17879 1.74028
C -3.61132 0.98945 0.90804
C -3.25473 0.57676 -0.49858
C -3.10355 1.52290 -1.50604
C -2.72113 1.13980 -2.78026
C -2.48817 -0.19555 -3.06298
C -2.65306 -1.14705 -2.07040
C -3.03494 -0.76306 -0.79654
H -3.18747 -1.50868 -0.02945
H -2.50100 -2.19274 -2.29445
H -2.19748 -0.49452 -4.05842
H -2.61491 1.88337 -3.55546
H -3.30321 2.56497 -1.29945
H -4.17757 0.19773 1.40378
H -4.21693 1.90387 0.89711
H -2.32330 3.11078 1.00215
H -1.41867 2.73979 2.48555
H -0.75236 1.53555 -0.25217
H 2.78985 2.83809 0.89262
H 4.98963 3.06910 -0.21572
H 5.94181 1.24733 -1.53322
H 4.74747 -0.89622 -1.80755
C 2.39473 -2.52883 -1.19951
H 1.53615 -3.17928 -1.06115
H 3.27886 -3.01768 -0.78726
H 2.55228 -2.36531 -2.26642
H -0.29324 -2.34847 -0.31724
H -0.89338 -1.06245 0.71935
H -1.85985 -2.64902 2.39778
H -1.39377 -3.97967 1.33366
*
```

## Properties
Energy relative to the best compared isomer or geometry (same formula, charge and spin) (eV): 0.011
Frontier orbital gap (eV): 9.48
SMILES: CCCc1n(C)c2ccccc2[n+]1C[C@H](O)COCc1ccccc1

Want to see where the charge sits? The Mulliken charges in e are: atom 1 (C): -1.319, atom 2 (H): 0.423, atom 3 (C): -0.259, atom 4 (H): 0.328, atom 5 (H): 0.340, atom 6 (C): 0.187, atom 7 (C): 0.006, atom 8 (N): 0.349, atom 9 (C): 0.269, atom 10 (C): -0.768, atom 11 (C): -0.615, atom 12 (C): -0.833, atom 13 (C): -0.726, atom 14 (C): 0.976, atom 15 (N): 0.559, atom 16 (C): -1.928, atom 17 (H): 0.447, atom 18 (H): 0.466, atom 19 (C): 1.269, atom 20 (O): -0.493, atom 21 (H): 0.390, atom 22 (C): -0.864, atom 23 (O): -0.317, atom 24 (C): -1.362, atom 25 (C): 0.709, atom 26 (C): -0.188, atom 27 (C): -0.606, atom 28 (C): -0.638, atom 29 (C): -0.562, atom 30 (C): -0.236, atom 31 (H): 0.420, atom 32 (H): 0.509, atom 33 (H): 0.428, atom 34 (H): 0.429, atom 35 (H): 0.443, atom 36 (H): 0.355, atom 37 (H): 0.482, atom 38 (H): 0.363, atom 39 (H): 0.355, atom 40 (H): -0.099, atom 41 (H): 0.428, atom 42 (H): 0.421, atom 43 (H): 0.418, atom 44 (H): 0.462, atom 45 (C): -1.029, atom 46 (H): 0.337, atom 47 (H): 0.369, atom 48 (H): 0.399, atom 49 (H): 0.656, atom 50 (H): -0.794, atom 51 (H): 0.294, atom 52 (H): 0.352